Record 1
Molecular formula: C7H14
Method: DFT, ωB97M-V with the def2-TZVPD basis set

CARTESIAN COORDINATES (ANGSTROEM)
C1 1.121 -0.582 -0.429
C2 -1.132 0.364 -1.357
H1 -0.250 2.635 -0.226
C3 -1.316 0.207 0.129
H2 0.699 -1.521 -0.810
H3 1.908 -0.293 -1.139
C4 0.577 1.915 -0.242
H4 1.129 2.025 0.699
C5 -1.692 -1.136 0.712
H5 2.263 -1.838 0.934
C6 1.792 -0.851 0.929
H6 2.572 -0.123 1.177
C7 0.054 0.503 -0.431
H7 1.248 2.200 -1.063
H8 -1.215 -0.533 -1.969
H9 -1.792 1.050 0.629
H10 -2.778 -1.277 0.665
H11 1.071 -0.842 1.750
H12 -1.384 -1.220 1.760
H13 -1.231 -1.962 0.160
H14 -1.512 1.266 -1.831

The LUMO energy comes out at 1.1 eV. The calculation puts the HOMO energy at -9.63 eV. The charge is 0. The energy relative to the best compared isomer or geometry (same formula, charge and spin) comes out at 71.31 kJ/mol. As for the SMILES: CC[C@@]1(C)C[C@H]1C. The value obtained for the gap between HOMO and LUMO is 10.77 eV.

natural (NBO) population analysis, charges in e, atoms 1 to 5: number 1, C, carries -0.392; number 2, C, carries -0.419; number 3, H, carries 0.207; number 4, C, carries -0.224; number 5, H, carries 0.202



Record 2
Molecular formula: C2H14O6
Method: DFT, ωB97M-V with the def2-TZVPD basis set

CARTESIAN COORDINATES (ANGSTROEM)
H1 -0.635 1.722 -0.258
O1 -1.447 1.292 -0.394
C1 1.959 0.634 2.103
H2 3.129 0.671 2.277
H3 2.060 -1.322 -2.734
O2 2.240 -0.497 -2.283
H4 3.177 -0.638 -2.243
H5 -2.048 -2.403 -0.930
O3 -2.032 -2.979 -0.328
H6 1.835 0.052 1.122
O4 -1.611 -0.497 2.153
H7 -2.382 -2.455 0.463
H8 -1.252 -1.245 1.558
H9 -1.996 1.858 -1.048
H10 -0.436 -0.505 -2.127
O5 -0.662 -1.181 -2.767
H11 -1.091 -0.981 -3.504
H12 1.555 0.213 2.988
H13 -1.869 0.209 1.507
H14 1.542 2.724 2.430
O6 0.787 2.148 0.775
C2 1.410 2.003 1.773

The LUMO energy comes out at 0.5 eV. The calculation puts the HOMO energy at -10.44 eV. The charge is 0. The energy relative to the best compared isomer or geometry (same formula, charge and spin) comes out at 187.40 kJ/mol. As for the SMILES: CC=O.O.O.O.O.O. The value obtained for the gap between HOMO and LUMO is 10.98 eV.

natural (NBO) population analysis, charges in e, atoms 1 to 5: number 1, H, carries 0.499; number 2, O, carries -0.983; number 3, C, carries -0.729; number 4, H, carries 0.223; number 5, H, carries 0.471



Record 3
Molecular formula: H22O11
Method: DFT, ωB97M-V with the def2-TZVPD basis set

CARTESIAN COORDINATES (ANGSTROEM)
H1 -0.202 -0.351 0.918
H2 -1.812 -1.798 0.714
H3 1.338 -2.121 -3.465
H4 2.015 1.496 -2.811
O1 -0.150 3.024 1.457
H5 1.214 -2.722 2.913
H6 -4.514 0.925 -1.101
H7 0.151 3.407 -1.798
O2 1.638 0.774 0.777
O3 -0.633 1.146 1.792
O4 0.931 -2.828 3.821
H8 1.303 -2.067 4.386
H9 -3.241 0.383 -0.791
H10 1.359 4.298 -1.718
O5 0.598 -2.726 -3.565
H11 0.613 1.947 -2.557
O6 -3.944 0.970 -0.387
H12 1.132 -3.935 1.567
H13 2.400 0.952 1.215
O7 0.929 3.640 -2.252
H14 0.455 -3.802 0.191
O8 1.293 1.232 -2.275
O9 -0.447 -0.097 -0.020
H15 0.138 0.578 -0.337
H16 0.761 3.368 1.212
O10 1.228 -3.411 0.737
H17 -0.598 3.782 1.139
H18 -1.161 1.847 2.140
H19 -0.182 -2.161 -3.677
O11 -1.397 -2.025 -0.123
H20 -2.129 -1.840 -0.675
H21 1.632 -0.164 0.590
H22 -1.037 0.384 2.262

The LUMO energy comes out at 0.0 eV. The calculation puts the HOMO energy at -8.47 eV. The charge is 0. The energy relative to the best compared isomer or geometry (same formula, charge and spin) comes out at 719.64 kJ/mol. As for the SMILES: O.O.O.O.O.O.O.O.O.O.O. The value obtained for the gap between HOMO and LUMO is 8.46 eV.

natural (NBO) population analysis, charges in e, atoms 1 to 5: number 1, H, carries 0.465; number 2, H, carries 0.452; number 3, H, carries 0.474; number 4, H, carries 0.463; number 5, O, carries -0.914



Q: Which of these has the highest gap between HOMO and LUMO?
A: C2H14O6